{
  "formula": "C30H37As2LiSSb",
  "method": "wB97M-V/def2-TZVPD",
  "total_charge": 1,
  "total_energy_ha": -6282.66759,
  "homo_ev": -11.28,
  "lumo_ev": -2.21,
  "homo_lumo_gap_ev": 9.08,
  "species": ["Li", "C", "As", "C", "C", "C", "C", "C", "C", "C", "As", "C", "C", "H", "H", "H", "H", "H", "H", "H", "H", "H", "H", "H", "H", "H", "H", "H", "H", "C", "C", "C", "C", "C", "C", "Sb", "C", "C", "C", "C", "C", "C", "C", "C", "C", "C", "C", "C", "H", "H", "H", "H", "H", "H", "H", "H", "H", "H", "H", "H", "H", "H", "H", "C", "S", "C", "H", "H", "H", "H", "H", "H"],
  "xyz": [[-1.35301, -0.98623, -0.32287], [-1.65281, -1.89183, 3.72503], [-2.17271, -0.80953, 2.16423], [-4.01831, -0.45093, 2.72533], [-1.46161, 0.95607, 2.60273], [-1.09581, 1.25697, 3.90933], [-0.63591, 2.51307, 4.25763], [-0.56481, 3.50267, 3.29373], [-0.93151, 3.21817, 1.98963], [-1.36201, 1.94777, 1.61973], [-1.74701, 1.55027, -0.25987], [-0.56201, 2.81787, -1.15027], [-3.42401, 2.54457, -0.46757], [-0.56611, -1.88653, 3.83943], [-1.98251, -2.92243, 3.55563], [-2.11931, -1.53023, 4.64523], [-4.00771, 0.02767, 3.70733], [-4.58271, -1.38183, 2.80553], [-4.51101, 0.21197, 2.01333], [-1.16621, 0.49487, 4.67563], [-0.32831, 2.71307, 5.27383], [-0.22271, 4.49087, 3.55963], [-0.85901, 4.00377, 1.24523], [-0.90191, 3.84807, -1.03907], [-0.53681, 2.58977, -2.21707], [0.44709, 2.71847, -0.74717], [-3.30651, 3.57147, -0.11337], [-4.21761, 2.05557, 0.09813], [-3.69871, 2.56457, -1.52477], [5.44709, -3.62353, -2.47737], [4.91599, -2.65753, -3.31437], [3.73129, -2.02093, -2.97987], [3.07669, -2.35063, -1.80327], [3.60209, -3.33273, -0.97537], [4.78609, -3.96583, -1.30917], [1.27819, -1.35803, -1.16437], [2.24789, -0.38943, 0.47803], [1.61679, -0.37853, 1.71083], [2.22219, 0.20607, 2.80863], [3.46619, 0.79927, 2.67473], [4.11179, 0.77677, 1.44983], [3.51359, 0.16727, 0.36073], [1.28929, 0.22667, -2.61047], [2.15799, 1.30607, -2.58457], [2.13149, 2.25367, -3.59267], [1.25399, 2.11507, -4.65407], [0.36519, 1.05217, -4.67467], [0.38069, 0.11677, -3.65407], [6.37409, -4.11263, -2.73497], [5.42729, -2.39633, -4.22917], [3.31899, -1.26673, -3.63857], [3.08489, -3.59873, -0.06017], [5.19309, -4.72483, -0.65767], [0.64289, -0.86243, 1.81983], [1.72949, 0.19057, 3.76923], [3.93869, 1.26277, 3.52713], [5.09099, 1.22097, 1.34793], [4.04899, 0.10697, -0.57977], [2.85379, 1.42297, -1.76887], [2.79989, 3.09977, -3.55487], [1.25479, 2.83437, -5.45957], [-0.33991, 0.94917, -5.48667], [-0.31981, -0.71493, -3.67297], [-5.58191, -1.11413, -0.80457], [-3.90631, -1.65103, -1.24867], [-3.98271, -3.33373, -0.57737], [-6.29541, -1.71123, -1.36467], [-5.68461, -0.07263, -1.08617], [-5.74031, -1.23453, 0.26293], [-4.33351, -3.30233, 0.45173], [-2.97681, -3.74223, -0.61197], [-4.64941, -3.93003, -1.19457]],
  "mulliken_charge": [0.12, -1.39, 1.05, -1.19, 0.45, -0.60, -0.76, -0.84, -0.31, -0.17, 0.80, -1.56, -1.20, 0.35, 0.40, 0.44, 0.45, 0.43, 0.18, 0.29, 0.43, 0.43, 0.35, 0.56, 0.37, 0.44, 0.41, 0.27, 0.42, -0.45, -0.65, -0.07, 0.16, -0.56, -0.59, 1.07, 0.16, -0.08, -0.29, -0.72, -0.71, -0.38, 0.88, -0.32, -0.58, -0.54, -0.65, -1.03, 0.39, 0.40, 0.41, 0.32, 0.39, -0.04, 0.45, 0.41, 0.41, 0.47, 0.29, 0.40, 0.39, 0.40, 0.42, -0.83, 0.10, -0.80, 0.39, 0.31, 0.17, 0.21, 0.28, 0.38]
}

***

{
  "formula": "C42H63BF2N4O2RuSe2Si",
  "method": "wB97M-V/def2-TZVPD",
  "total_charge": -1,
  "spin_multiplicity": 6,
  "relative_energy_kcal_mol": 36.0,
  "total_energy_ha": -7419.75102,
  "s_squared": 8.77,
  "homo_ev": [-3.98, -4.89],
  "lumo_ev": [2.37, 2.08],
  "homo_lumo_gap_ev": [6.35, 6.97],
  "species": ["Ru", "C", "C", "C", "C", "C", "C", "C", "Se", "C", "C", "C", "C", "C", "C", "O", "C", "C", "C", "C", "C", "C", "C", "C", "C", "O", "C", "C", "C", "C", "C", "C", "H", "H", "H", "H", "H", "H", "H", "H", "H", "H", "H", "H", "H", "H", "H", "H", "H", "H", "H", "H", "H", "H", "H", "H", "H", "H", "H", "H", "H", "H", "H", "H", "H", "H", "H", "H", "H", "H", "H", "H", "C", "C", "C", "C", "C", "C", "N", "N", "Si", "C", "C", "C", "H", "H", "H", "H", "H", "H", "H", "H", "H", "H", "H", "H", "H", "H", "H", "F", "B", "F", "C", "N", "C", "C", "N", "C", "C", "Se", "H", "H", "H", "H", "H", "H", "H", "H"],
  "xyz": [[-0.03897, 0.66200, -1.64492], [3.04838, 5.04228, 3.34670], [1.76775, 4.34464, 3.79304], [1.84211, 3.81372, 5.21221], [0.65689, 5.46738, 3.75945], [1.37256, 3.15373, 2.93198], [0.23695, 3.09735, 2.14071], [0.02259, 2.00162, 1.28945], [-1.53066, 1.91540, 0.17286], [-2.34301, 0.41431, 1.03604], [-2.95869, 0.74448, 2.24831], [-3.30314, -0.21872, 3.12652], [-2.92478, -1.52055, 2.86156], [-2.13878, -1.86529, 1.71803], [-2.00366, -0.91869, 0.69595], [-1.59249, -1.18799, -0.52808], [-1.44083, -3.27824, 1.57826], [-1.09956, -3.90152, 2.94818], [-2.43085, -4.25436, 0.84836], [-0.11378, -3.14733, 0.77267], [-4.33039, 0.14323, 4.22317], [-5.61909, 0.61254, 3.56016], [-4.74201, -1.09714, 4.99410], [-3.83712, 1.26645, 5.14651], [0.95741, 0.96823, 1.10580], [0.74717, 0.03048, 0.26572], [2.03907, 0.95948, 2.04303], [2.15921, 2.04038, 2.91821], [3.01129, -0.21418, 2.03400], [3.50477, -0.68006, 0.62777], [4.34538, 0.10171, 2.72838], [2.28813, -1.36774, 2.70250], [3.27313, 5.85649, 3.99157], [2.89829, 5.40209, 2.35134], [3.88908, 4.31897, 3.20425], [2.25580, 4.53062, 5.92959], [2.46111, 2.90105, 5.29805], [0.87404, 3.47086, 5.59372], [0.97625, 6.32533, 4.37756], [-0.30454, 5.11614, 4.11076], [0.48776, 5.83320, 2.76762], [-0.41216, 3.93933, 2.10015], [-3.28937, 1.78572, 2.36652], [-3.11225, -2.27797, 3.58857], [-1.98722, -4.06381, 3.61281], [-0.46048, -3.20800, 3.45651], [-0.55142, -4.80890, 2.79150], [-3.26969, -4.39416, 1.55981], [-1.97988, -5.24617, 0.67890], [-2.78591, -3.88055, -0.11155], [0.30053, -2.10501, 0.73533], [-0.37246, -3.37959, -0.26714], [0.62410, -3.92079, 1.10691], [-6.20538, -0.04258, 2.92743], [-5.47364, 1.57118, 3.03525], [-6.26066, 0.94427, 4.40287], [-5.06850, -1.88370, 4.30645], [-5.52703, -0.82038, 5.67041], [-3.91358, -1.49946, 5.56779], [-3.70806, 2.17522, 4.53719], [-2.91883, 1.00704, 5.70456], [-4.60972, 1.45508, 5.89310], [3.01097, 2.03110, 3.59001], [3.53060, 0.18457, -0.10758], [2.83053, -1.43034, 0.16475], [4.50096, -1.16071, 0.65473], [4.87570, 0.89703, 2.18029], [4.99963, -0.78454, 2.72471], [4.34598, 0.42166, 3.70214], [1.30991, -1.49109, 2.25644], [2.13091, -1.05437, 3.72066], [2.83629, -2.33135, 2.63407], [-1.76292, 3.72710, -3.51230], [-2.13555, 2.30845, -3.94662], [-3.13103, 2.16972, -4.90115], [-3.49565, 0.91454, -5.37182], [-2.93697, -0.27995, -4.82415], [-1.98408, -0.01156, -3.81004], [-1.58013, 1.25101, -3.41665], [-1.42132, -1.01517, -2.97792], [-0.22573, -2.21381, -3.57201], [1.45919, -1.99431, -2.83060], [-0.06921, -1.81150, -5.46540], [-0.88958, -3.98670, -3.37517], [-2.22831, 4.44732, -4.21722], [-0.70329, 3.81193, -3.55478], [-2.05381, 3.93947, -2.45528], [-3.61405, 3.04795, -5.33909], [-4.29911, 0.91497, -6.08444], [-3.16511, -1.30965, -5.06469], [1.99903, -1.02939, -2.98633], [2.00227, -2.81576, -3.33313], [1.54263, -2.18904, -1.70966], [0.07020, -0.68575, -5.66344], [-0.90453, -2.20428, -6.10515], [0.84764, -2.29691, -5.87184], [-1.11132, -4.13926, -2.34191], [-0.20395, -4.74699, -3.76856], [-1.81829, -4.01890, -3.97928], [-3.03614, -2.49813, -1.92186], [-2.37478, -1.22823, -1.75676], [-3.40417, -0.27868, -1.67693], [5.10404, -3.13360, -5.12576], [4.72649, -1.73254, -4.89942], [5.05883, -0.86319, -3.86520], [4.35218, 0.28557, -4.09625], [3.66832, 0.09015, -5.23804], [2.91976, 1.14177, -5.93456], [3.87602, -1.13462, -5.78735], [1.52836, 2.17630, -2.33564], [5.73716, -3.18181, -6.00142], [4.21880, -3.70524, -5.30894], [5.62978, -3.48236, -4.21399], [5.68735, -1.10368, -3.03281], [4.18681, 1.11467, -3.43733], [2.59705, 0.77988, -6.90120], [3.56903, 2.02828, -6.06985], [2.01547, 1.43084, -5.38274]],
  "mulliken_charge": [-0.03, -1.73, 1.84, -1.48, -2.09, 0.11, -0.16, -0.52, -0.18, -0.19, -0.53, -0.01, -0.29, -0.47, -0.29, 1.06, 2.48, -2.00, -1.74, -0.42, 2.09, -1.61, -2.32, -1.71, 0.72, 0.80, -0.78, -1.09, 2.68, -1.29, -2.42, -1.71, 0.50, 0.44, 0.23, 0.41, 0.29, 0.30, 0.40, 0.36, 0.44, 0.61, 0.36, 0.51, 0.28, 0.50, 0.55, 0.35, 0.41, 0.25, -0.67, -0.59, 0.50, 0.30, 0.36, 0.46, 0.41, 0.49, 0.40, 0.30, 0.33, 0.50, 0.40, 0.19, -0.11, 0.43, 0.46, 0.49, 0.51, 0.17, 0.45, 0.37, -1.29, 0.40, -0.70, -0.81, -1.16, -0.27, 1.19, 0.78, -0.17, -0.24, -1.02, -0.95, 0.41, 0.19, 0.13, 0.34, 0.39, 0.58, -0.02, 0.50, -0.20, 0.18, 0.30, 0.39, 0.19, 0.40, 0.23, -0.44, 0.78, -0.34, -0.86, 0.39, -0.47, -0.73, 0.61, -0.89, -0.90, -0.82, 0.33, 0.31, 0.29, 0.46, 0.57, 0.35, 0.36, 0.17]
}